Entry 1:
Molecular formula: C26H42N3O3
Method: DFT, ωB97M-V/def2-TZVPD

Summary:
- LUMO energy: -4.7 eV
- HOMO-LUMO gap: 0.18249 Ha
- HOMO energy: -9.66 eV
- Charge: +1
- E: -1405.65533 a.u.

Element x y z (Å)
C -4.64 0.28 1.19
C -3.83 1.03 0.11
C -2.98 0.11 -0.74
O -1.89 -0.37 0.03
C -1.24 -1.52 -0.47
C -1.08 -1.56 -1.96
C -1.92 -2.24 -2.81
C -1.72 -2.19 -4.19
C -2.68 -2.91 -5.10
O -2.52 -3.01 -6.26
O -3.82 -3.36 -4.52
C -0.64 -1.45 -4.70
N -0.38 -1.42 -6.08
C 0.20 -0.76 -3.81
C 1.38 0.07 -4.21
C 1.15 1.59 -4.21
C 1.41 2.28 -2.88
C 0.26 2.18 -1.85
C -0.10 3.50 -1.15
C -0.65 3.24 0.27
C 0.36 3.56 1.38
C 1.43 2.49 1.55
C 0.97 1.29 2.42
C 1.91 1.04 3.60
C 1.77 -0.40 4.09
C 2.78 -0.75 5.17
N 2.93 -2.19 5.34
C 3.37 -3.06 4.38
C 3.36 -4.34 4.89
C 2.92 -4.23 6.23
C 2.66 -2.91 6.48
N -0.06 -0.86 -2.50
H -5.69 0.48 1.04
H -4.46 -0.78 1.09
H -4.35 0.62 2.17
H -3.22 1.84 0.51
H -4.51 1.50 -0.60
H -3.62 -0.72 -1.04
H -2.65 0.67 -1.62
H -0.24 -1.50 -0.03
H -1.71 -2.44 -0.11
H -2.73 -2.80 -2.36
H -3.64 -3.98 -3.81
H -1.25 -1.41 -6.60
H 0.10 -0.56 -6.32
H 2.24 -0.19 -3.61
H 1.65 -0.22 -5.22
H 0.16 1.85 -4.61
H 1.86 2.00 -4.93
H 2.32 1.87 -2.46
H 1.60 3.34 -3.05
H -0.62 1.75 -2.34
H 0.56 1.48 -1.07
H 0.76 4.16 -1.10
H -0.90 3.96 -1.72
H -1.57 3.80 0.44
H -0.92 2.19 0.38
H 0.82 4.54 1.19
H -0.20 3.66 2.31
H 1.77 2.11 0.59
H 2.29 2.96 2.02
H 0.94 0.40 1.80
H -0.04 1.49 2.77
H 1.65 1.72 4.40
H 2.93 1.24 3.28
H 1.98 -1.06 3.24
H 0.75 -0.58 4.41
H 2.49 -0.34 6.14
H 3.76 -0.36 4.90
H 3.64 -2.71 3.41
H 3.66 -5.23 4.37
H 2.80 -5.05 6.92
H 2.31 -2.46 7.39
H 0.53 -0.38 -1.83

Entry 2:
Molecular formula: C3H5ClN2O3
Method: DFT, ωB97M-V/def2-TZVPD

Summary:
- LUMO energy: 0.1 eV
- ΔE to the lowest compared entry with this formula, charge and spin: 39.8 kcal per mole
- HOMO-LUMO gap: 0.36201 Ha
- HOMO energy: -9.71 eV
- Charge: 0
- E: -912.62582 a.u.

Element x y z (Å)
C -0.14 0.04 0.81
C -1.08 -1.10 -1.31
C -1.16 -0.23 -0.31
N -0.45 1.06 1.58
N 2.71 0.83 -1.45
O 1.63 1.30 -1.22
O 0.87 -0.62 0.75
O 2.96 -0.31 -0.89
Cl -2.57 0.73 -0.34
H -0.27 -1.78 -1.45
H 2.21 -0.78 -0.21
H -1.84 -1.29 -1.95
H -1.22 1.69 1.34
H 0.05 1.15 2.43